Entry 1:
# C44H54BrCuN3OP

C44H54BrCuN3OP as an isolated structure (the ωB97M-V functional and the def2-TZVPD basis, the Open Molecules 2025 dataset).

Summary:
HOMO energy = -0.251 hartree
Kohn-Sham gap = 0.25323 Eh
LUMO level = 0.05 eV

```
! wB97M-V def2-TZVPD RIJCOSX def2/J DEFGRID3
* xyz 0 1
Cu 0.421 -0.111 0.106
Br 0.976 5.153 -5.753
C 1.986 5.424 -4.165
C 2.923 4.476 -3.784
C 3.629 4.654 -2.610
C 3.397 5.774 -1.804
C 2.489 6.738 -2.237
C 1.765 6.557 -3.403
N 4.166 6.040 -0.649
N 4.434 5.191 0.229
C 3.791 3.954 0.356
C 4.616 2.868 0.612
C 4.158 1.562 0.538
C 2.822 1.265 0.234
O 2.389 0.071 0.057
C 1.911 2.390 0.150
N 0.597 2.090 0.011
C -0.270 3.074 -0.076
C 0.093 4.417 0.085
C 1.411 4.734 0.271
C 2.387 3.720 0.226
H 3.088 3.597 -4.393
H 4.359 3.914 -2.307
H 2.333 7.619 -1.627
H 1.038 7.292 -3.718
H 5.668 3.069 0.777
H 4.842 0.735 0.679
H -1.300 2.795 -0.239
H -0.668 5.187 0.082
H 1.699 5.759 0.458
C -5.964 1.308 -0.633
C -4.766 2.257 -0.496
C -4.625 3.136 -1.740
C -3.533 1.440 -0.201
C -2.997 0.554 -1.123
C -2.064 -0.407 -0.760
C -1.628 -1.388 -1.831
C -2.790 -1.930 -2.666
C -0.584 -0.758 -2.771
C -1.594 -0.506 0.592
C -1.984 0.563 1.471
C -2.934 1.483 1.050
C -1.493 0.808 2.897
C -2.537 0.408 3.950
C -0.152 0.187 3.257
C -1.500 -1.882 1.260
C -2.709 -2.184 1.908
C -2.874 -3.295 2.712
C -1.801 -4.145 2.912
C -0.627 -3.911 2.220
C -0.455 -2.826 1.354
P 1.060 -2.771 0.279
C 0.880 -4.429 -0.697
C -0.268 -4.276 -1.700
C 0.603 -5.738 0.051
C 2.182 -4.576 -1.500
C 2.584 -3.035 1.426
C 3.821 -2.662 0.593
C 2.443 -2.023 2.565
C 2.862 -4.403 2.055
H -6.884 1.876 -0.782
H -6.074 0.695 0.263
H -5.830 0.639 -1.485
H -4.947 2.907 0.365
H -4.501 2.534 -2.641
H -3.767 3.804 -1.651
H -5.523 3.744 -1.863
H -3.356 0.569 -2.145
H -1.156 -2.213 -1.312
H -3.110 -1.205 -3.416
H -3.648 -2.184 -2.041
H -2.477 -2.830 -3.196
H -0.943 0.195 -3.165
H -0.386 -1.426 -3.613
H 0.365 -0.579 -2.259
H -3.244 2.256 1.748
H -1.375 1.895 2.964
H -2.626 -0.676 4.002
H -3.517 0.829 3.720
H -2.229 0.771 4.932
H -0.252 -0.886 3.407
H 0.236 0.624 4.178
H 0.579 0.362 2.466
H -3.543 -1.504 1.777
H -3.825 -3.478 3.197
H -1.879 -4.995 3.578
H 0.193 -4.594 2.356
H -1.216 -4.067 -1.199
H -0.391 -5.216 -2.244
H -0.059 -3.495 -2.432
H -0.412 -5.762 0.446
H 1.300 -5.944 0.857
H 0.691 -6.555 -0.672
H 2.526 -3.612 -1.880
H 2.012 -5.236 -2.355
H 2.978 -5.015 -0.897
H 3.662 -1.735 0.046
H 4.084 -3.450 -0.113
H 4.672 -2.525 1.267
H 2.326 -1.016 2.169
H 3.344 -2.038 3.185
H 1.592 -2.262 3.203
H 3.064 -5.169 1.308
H 2.071 -4.739 2.724
H 3.767 -4.301 2.661
*
```

Entry 2:
# C44H54ClN6O4P2Zr

C44H54ClN6O4P2Zr as an isolated structure in a non-equilibrium geometry (the ωB97M-V functional and the def2-TZVPD basis, the Open Molecules 2025 dataset).

Summary:
HOMO energy = -0.355 hartree
Kohn-Sham gap = 0.26151 Eh
LUMO level = -2.55 eV

```
! wB97M-V def2-TZVPD RIJCOSX def2/J DEFGRID3
* xyz 1 1
Zr -0.459 0.838 0.012
C -2.233 2.567 5.091
C -2.208 1.064 4.781
C -3.299 0.704 3.769
P -0.493 0.440 4.520
C -0.879 -1.358 4.401
C 0.124 -2.155 3.572
C -0.878 -1.848 5.861
C 1.011 1.797 2.817
C 1.183 2.763 3.800
C 2.294 3.584 3.814
C 3.265 3.388 2.851
C 3.065 2.465 1.837
C 1.893 1.707 1.723
N 1.539 0.847 0.657
C 2.486 0.487 -0.360
C 3.409 1.344 -0.956
C 4.389 0.836 -1.800
C 4.427 -0.514 -2.106
C 3.435 -1.351 -1.610
C 2.452 -0.867 -0.753
P 1.119 -1.821 0.072
C 2.151 -2.713 1.342
C 3.205 -3.683 0.819
C 2.808 -1.683 2.277
C 0.427 -3.070 -1.081
C -0.352 -4.076 -0.219
C 1.291 -3.770 -2.127
H -3.229 2.862 5.427
H -2.003 3.168 4.205
H -1.527 2.838 5.880
H -2.432 0.541 5.720
H -3.465 -0.372 3.691
H -4.247 1.146 4.090
H -3.075 1.094 2.777
H -1.886 -1.504 4.009
H 1.055 -2.292 4.128
H 0.379 -1.674 2.633
H -0.279 -3.148 3.344
H 0.121 -1.762 6.295
H -1.179 -2.899 5.900
H -1.568 -1.288 6.500
H 0.453 2.865 4.585
H 2.405 4.336 4.588
H 4.187 3.958 2.874
H 3.860 2.310 1.129
H 3.351 2.410 -0.786
H 5.121 1.513 -2.232
H 5.205 -0.912 -2.751
H 3.437 -2.395 -1.900
H 1.430 -3.293 1.922
H 3.954 -3.175 0.210
H 2.779 -4.507 0.245
H 3.730 -4.120 1.675
H 3.665 -1.216 1.780
H 3.181 -2.183 3.176
H 2.133 -0.886 2.587
H -0.302 -2.475 -1.630
H 0.326 -4.760 0.304
H -1.010 -4.682 -0.849
H -0.973 -3.580 0.536
H 2.115 -4.340 -1.694
H 1.703 -3.066 -2.854
H 0.662 -4.475 -2.682
C 3.345 3.412 -4.751
C 2.310 2.538 -4.083
C 2.373 1.143 -4.165
C 1.475 0.357 -3.480
C 0.458 0.920 -2.716
N -0.465 0.098 -1.986
C -1.510 -0.454 -2.765
C -1.499 -0.392 -4.165
C -2.434 -1.036 -4.954
C -3.450 -1.800 -4.393
C -4.455 -2.547 -5.240
C -3.515 -1.816 -3.014
C -2.611 -1.120 -2.216
N -2.890 -1.125 -0.795
C -4.030 -1.511 -0.194
C -3.845 -1.466 1.169
C -2.540 -1.027 1.325
N -1.961 -0.815 0.141
C 0.307 2.307 -2.767
C 1.260 3.107 -3.388
N -0.919 2.914 -2.334
C -1.422 4.099 -2.744
C -2.712 4.170 -2.289
C -2.902 2.981 -1.577
N -1.824 2.213 -1.602
H 4.083 2.812 -5.283
H 3.874 4.022 -4.015
H 2.884 4.095 -5.469
H 3.158 0.674 -4.751
H 1.537 -0.726 -3.522
H -0.720 0.175 -4.654
H -2.357 -0.954 -6.034
H -4.033 -2.808 -6.210
H -5.346 -1.942 -5.423
H -4.778 -3.469 -4.754
H -4.297 -2.404 -2.546
H -4.906 -1.783 -0.760
H -4.565 -1.717 1.933
H -1.983 -0.847 2.226
H 1.174 4.189 -3.351
H -0.851 4.785 -3.349
H -3.414 4.979 -2.432
H -3.772 2.656 -1.027
O -0.109 2.977 0.305
Cl -1.232 3.189 1.325
O -2.081 4.270 0.937
O -1.975 1.834 1.114
O -0.083 0.882 2.888
*
```